Entry 1
Below is C4H10O3 in the gas phase, with properties calculated with wB97M-V/def2-TZVPD.

Each line ends with the Mulliken charge.
Atoms and positions in Å:
C 2.68 0.41 -0.17  -0.72
O 1.48 0.15 0.51  -0.33
C 0.41 -0.10 -0.36  -0.75
C -0.78 -0.49 0.50  0.42
O -1.02 0.50 1.49  -0.60
C -2.08 -0.61 -0.32  -0.64
O -2.65 0.66 -0.54  -0.52
H 3.47 0.55 0.57  0.25
H 2.61 1.31 -0.80  0.31
H 2.95 -0.44 -0.81  0.29
H 0.16 0.79 -0.95  0.36
H 0.66 -0.93 -1.05  0.38
H -0.56 -1.45 0.98  0.25
H -0.15 0.86 1.73  0.35
H -2.77 -1.28 0.20  0.28
H -1.87 -1.05 -1.30  0.33
H -2.54 1.13 0.30  0.34

Summary:
Orbital gap   10.9 eV
SMILES string   COC[C@@H](O)CO

=====

Entry 2
Below is 3 unconnected molecules or ions with the total composition C4H10O3, with properties calculated with wB97M-V/def2-TZVPD.

Each line ends with the Mulliken charge.
Atoms and positions in Å:
C 1.13 -2.94 0.61  -0.75
C 1.80 -1.79 0.57  -0.08
C 1.37 -0.45 0.94  -0.31
C 0.03 -0.11 1.01  -0.35
O -0.48 0.81 0.09  -0.47
H 1.62 -3.88 0.46  0.29
H 0.02 -2.91 0.51  0.22
H 2.85 -1.89 0.28  0.30
H 2.25 0.01 1.42  0.32
H -0.60 -0.34 1.85  0.42
H -0.67 0.20 -0.65  0.36
O -1.13 0.97 -2.74  -0.64
H -1.95 0.99 -3.22  0.31
H -0.80 1.87 -2.64  0.32
O -1.84 3.44 0.20  -0.64
H -2.34 3.36 1.01  0.30
H -1.26 2.67 0.29  0.38

Summary:
Orbital gap   6.5 eV
SMILES string   C=C/C=C/O.O.O

=====

Of them, entry 1 has the highest stability.

=====

Entry 1
Below is 3 unconnected molecules or ions with the total composition C4H10O3, with properties calculated with wB97M-V/def2-TZVPD.

Each line ends with the Mulliken charge.
Atoms and positions in Å:
C 0.48 -2.87 -2.29  -0.63
C 1.09 -1.74 -1.70  -0.21
C 0.30 -0.92 -0.78  -0.05
C -0.87 -1.45 -0.31  -0.16
O -1.54 -0.54 0.41  -0.47
H 1.24 -3.58 -2.78  0.24
H -0.53 -3.14 -1.92  0.12
H 2.17 -1.53 -1.71  0.32
H 0.32 0.11 -0.89  0.23
H -1.42 -2.39 -0.41  0.26
H -2.37 -0.84 0.81  0.32
O -0.38 2.16 1.26  -0.61
H -0.10 2.54 0.42  0.31
H -0.87 1.34 1.09  0.33
O 0.73 4.67 3.13  -0.66
H 1.51 4.43 2.53  0.31
H 0.26 3.75 3.15  0.33

Summary:
Orbital gap   8.8 eV
SMILES string   C=C/C=C/O.O.O

=====

Entry 2
Below is 3 unconnected molecules or ions with the total composition C4H10O3, with properties calculated with wB97M-V/def2-TZVPD.

Each line ends with the Mulliken charge.
Atoms and positions in Å:
C 1.30 -1.40 -2.01  -0.99
C 0.48 -1.54 -0.93  -0.32
C 0.92 -0.91 0.30  0.80
C 2.11 -0.84 0.82  -0.94
O 0.04 -0.11 0.92  -0.50
H 2.13 -0.75 -2.04  0.34
H 1.00 -1.90 -2.85  0.32
H -0.31 -2.22 -0.73  0.47
H 2.33 -0.50 1.86  0.26
H 2.92 -1.46 0.48  0.31
H -0.90 0.08 0.41  0.25
O -1.05 4.28 2.44  -0.61
H -0.86 5.17 2.14  0.31
H -1.86 4.51 2.84  0.30
O -2.54 -1.11 -1.37  -0.59
H -2.34 -0.56 -0.55  0.29
H -3.37 -0.72 -1.73  0.31

Summary:
Orbital gap   8.8 eV
SMILES string   C=CC(=C)O.O.O

=====

Of them, entry 1 has the highest stability.

=====

Entry 1
Below is C22H26N4O4 in the gas phase, with properties calculated with wB97M-V/def2-TZVPD.

Each line ends with the Mulliken charge.
Atoms and positions in Å:
C -6.12 -2.18 -1.06  -1.34
C -6.09 -0.66 -0.93  -0.10
C -6.07 -0.22 0.53  -0.58
C -6.13 1.29 0.73  -0.99
C -4.98 2.07 0.09  -0.72
C -3.62 1.67 0.64  0.29
C -2.49 2.48 0.01  -0.95
C -1.13 2.04 0.53  0.28
O -0.99 1.25 1.44  -0.65
N -0.10 2.65 -0.13  -0.03
C 1.25 2.33 -0.04  0.61
C 2.09 2.64 -1.11  -0.66
C 3.41 2.22 -1.12  -0.92
C 3.90 1.47 -0.06  0.59
C 5.22 0.79 -0.15  -0.17
O 6.30 1.28 -0.34  -0.62
N 5.08 -0.59 -0.01  -0.59
N 3.86 -1.10 0.01  0.31
C 3.57 -2.33 0.17  -0.52
C 2.16 -2.68 0.18  0.49
C 1.72 -3.94 0.57  -0.81
C 0.37 -4.24 0.60  -0.64
C -0.57 -3.30 0.24  -0.47
C -0.13 -2.04 -0.18  -0.06
N -1.09 -1.06 -0.61  1.06
O -0.68 -0.09 -1.20  -0.59
O -2.26 -1.28 -0.39  -0.65
C 1.22 -1.72 -0.21  -0.01
C 3.09 1.24 1.05  -0.36
C 1.78 1.68 1.07  -0.21
H -6.15 -2.47 -2.10  0.37
H -6.98 -2.59 -0.55  0.38
H -5.22 -2.60 -0.61  0.26
H -5.21 -0.28 -1.44  0.18
H -6.98 -0.23 -1.42  0.34
H -5.16 -0.62 1.00  0.16
H -6.92 -0.67 1.05  0.46
H -7.07 1.66 0.31  0.38
H -6.15 1.50 1.80  0.34
H -5.15 3.14 0.28  0.44
H -4.99 1.92 -0.99  0.34
H -3.60 1.81 1.73  0.32
H -3.43 0.62 0.45  -0.29
H -2.50 2.35 -1.07  0.47
H -2.61 3.55 0.22  0.39
H -0.35 3.19 -0.95  0.26
H 1.70 3.18 -1.96  0.35
H 4.04 2.42 -1.97  0.44
H 5.92 -1.17 0.02  0.25
H 4.31 -3.12 0.33  0.35
H 2.44 -4.69 0.86  0.39
H 0.04 -5.22 0.92  0.40
H -1.63 -3.51 0.25  0.53
H 1.54 -0.74 -0.52  0.62
H 3.49 0.72 1.91  0.39
H 1.16 1.48 1.92  0.48

Summary:
Orbital gap   7.9 eV
SMILES string   CCCCCCCC(=O)Nc1ccc(C(=O)N/N=C/c2cccc([N+](=O)[O-])c2)cc1

=====

Entry 2
Below is C22H26N4O4 in the gas phase, with properties calculated with wB97M-V/def2-TZVPD.

Each line ends with the Mulliken charge.
Atoms and positions in Å:
C -5.12 -0.44 1.26  -1.88
C -3.86 -1.24 1.09  1.43
C -3.93 -2.62 0.99  -0.51
C -2.79 -3.39 0.85  -0.76
C -1.55 -2.79 0.84  -0.58
C -1.45 -1.41 0.95  -1.13
C -2.60 -0.63 1.04  0.50
C -2.40 0.84 1.14  0.30
O -1.77 1.34 2.06  -0.67
N -2.94 1.61 0.15  0.12
C -3.38 1.10 -1.13  -0.40
C -2.46 1.72 -2.22  -1.32
N -1.16 2.00 -1.66  0.00
C -0.25 0.98 -1.47  0.63
C -0.51 -0.33 -1.94  -0.67
C 0.44 -1.31 -1.79  -1.62
C 1.67 -1.06 -1.18  -0.03
N 2.63 -2.09 -1.30  1.06
O 3.81 -1.77 -1.39  -0.66
O 2.24 -3.24 -1.37  -0.70
C 1.93 0.21 -0.62  0.88
N 3.02 0.47 0.15  0.38
C 3.66 -0.55 0.96  -0.70
C 4.07 0.06 2.30  -0.66
O 5.01 1.11 2.16  -0.38
C 4.89 1.78 0.93  -0.77
C 3.45 1.82 0.43  -0.87
C 0.97 1.21 -0.84  0.07
C -1.26 3.12 -0.75  -0.62
C -2.56 3.00 0.09  -1.07
H -5.66 -0.36 0.31  0.31
H -5.77 -0.93 1.98  0.55
H -4.90 0.57 1.61  0.33
H -4.90 -3.10 1.02  0.46
H -2.88 -4.46 0.76  0.40
H -0.65 -3.38 0.74  0.50
H -0.49 -0.93 0.96  0.77
H -4.42 1.39 -1.31  0.39
H -3.31 0.02 -1.13  0.34
H -2.38 1.06 -3.09  0.44
H -2.87 2.67 -2.57  0.45
H -1.43 -0.58 -2.42  0.20
H 0.26 -2.30 -2.18  0.45
H 2.95 -1.36 1.15  0.52
H 4.54 -0.97 0.46  0.23
H 4.54 -0.70 2.93  0.38
H 3.17 0.43 2.82  0.28
H 5.52 1.30 0.17  0.28
H 5.26 2.80 1.10  0.40
H 2.82 2.30 1.19  0.39
H 3.41 2.41 -0.49  0.63
H 1.19 2.20 -0.47  0.52
H -0.41 3.13 -0.07  0.23
H -1.26 4.06 -1.32  0.35
H -3.38 3.57 -0.35  0.34
H -2.38 3.35 1.11  0.47

Summary:
Orbital gap   8.2 eV
SMILES string   Cc1ccccc1C(=O)N1CCN(c2ccc([N+](=O)[O-])c(N3CCOCC3)c2)CC1

=====

Of them, entry 1 has the highest stability.

=====

Entry 1
Below is 2 unconnected molecules or ions with the total composition C2H4IN, with properties calculated with wB97M-V/def2-TZVPD.

Each line ends with the Mulliken charge.
Atoms and positions in Å:
C 0.13 -0.62 -1.04  -0.17
C -0.23 0.46 1.12  -0.59
N -0.23 -0.60 0.16  -0.28
I 0.60 -2.25 -2.11  0.14
H 0.52 0.88 -1.92  0.16
H 0.34 1.36 0.66  0.26
H 0.17 0.14 2.07  0.23
H -1.31 0.62 1.06  0.26

Summary:
Orbital gap   9.0 eV

=====

Entry 2
Below is 2 unconnected molecules or ions with the total composition C2H4IN, with properties calculated with wB97M-V/def2-TZVPD.

Each line ends with the Mulliken charge.
Atoms and positions in Å:
C 0.73 -0.62 0.11  -0.03
C -1.18 0.76 0.11  -0.89
N 0.83 -1.21 -0.97  -0.48
I -0.38 2.62 0.62  0.06
H 1.34 -0.62 1.00  0.32
H -1.75 0.49 1.02  0.35
H -1.28 0.40 -0.94  0.41
H 1.70 -1.81 -0.94  0.26

Summary:
Orbital gap   8.5 eV

=====

Entry 3
Below is C2H4IN in the gas phase, with properties calculated with wB97M-V/def2-TZVPD.

Each line ends with the Mulliken charge.
Atoms and positions in Å:
C 0.99 0.51 -0.06  -0.99
C -0.26 -0.66 0.07  0.15
N -1.53 -0.96 -0.01  -0.50
I -3.06 0.37 -0.06  0.06
H 1.68 0.29 0.63  0.36
H 0.67 1.43 0.30  0.34
H 1.23 0.67 -1.06  0.31
H 0.28 -1.65 0.18  0.26

Summary:
Orbital gap   9.3 eV
SMILES string   C/C=N\I

=====

Of them, entry 3 has the highest stability.

=====

Entry 1
Below is C4H4N2O2 in the gas phase, with properties calculated with wB97M-V/def2-TZVPD.

Each line ends with the Mulliken charge.
Atoms and positions in Å:
N 2.22 0.74 1.50  -0.46
C 1.18 0.56 1.03  0.24
C -0.08 0.39 0.40  0.48
C -0.79 1.42 0.01  -0.46
N -2.00 1.16 -0.61  -0.43
O -0.44 -0.91 0.34  -0.34
C -0.16 -1.62 -0.79  0.27
O 0.95 -1.60 -1.34  -0.46
H -0.47 2.40 0.08  0.46
H -2.69 1.86 -0.61  0.22
H -2.34 0.19 -0.60  0.21
H -1.13 -2.24 -1.07  0.27

Summary:
Orbital gap   9.6 eV
SMILES string   N#C/C(=C/N)OC=O

=====

Entry 2
Below is C4H4N2O2 in the gas phase, with properties calculated with wB97M-V/def2-TZVPD.

Each line ends with the Mulliken charge.
Atoms and positions in Å:
C 1.63 -0.15 0.02  0.27
C 0.09 0.87 -0.23  0.14
C -1.42 0.81 -0.06  -0.24
C 0.35 -0.51 0.49  0.13
H 0.02 0.69 -1.36  0.27
H -1.73 1.76 -0.06  0.47
H -0.77 -2.03 0.19  0.28
H 0.35 -0.60 1.63  0.28
N -1.83 -0.39 -0.16  -0.53
N -0.68 -1.15 -0.22  -0.14
O 2.69 -0.64 -0.34  -0.50
O 1.31 1.34 0.13  -0.43

Summary:
Orbital gap   10.1 eV

=====

Of them, entry 1 has the highest stability.

=====

Entry 1
Below is C4H4N2O2 in the gas phase, with properties calculated with wB97M-V/def2-TZVPD.

Each line ends with the Mulliken charge.
Atoms and positions in Å:
C 0.13 0.27 -0.70  -0.20
C 0.38 0.95 0.40  -0.28
C -0.41 -1.00 -0.97  0.04
C 0.15 0.33 1.72  0.52
N 0.58 -0.95 1.82  -0.54
N -0.71 -1.94 -0.22  0.32
O -0.92 -3.03 0.19  -0.51
O -0.31 0.87 2.70  -0.52
H 0.12 0.81 -1.71  0.19
H 0.81 1.94 0.25  0.36
H -0.60 -1.07 -2.04  0.34
H 0.15 -1.40 2.71  0.28

Summary:
Orbital gap (alpha / beta)   6.8 / 9.2 eV

=====

Entry 2
Below is C4H4N2O2 in the gas phase, with properties calculated with wB97M-V/def2-TZVPD.

Each line ends with the Mulliken charge.
Atoms and positions in Å:
C 1.22 -1.50 -0.60  -1.00
C 0.44 -0.53 -0.13  0.42
N -0.98 -0.62 0.01  -0.14
C -1.48 0.67 0.29  0.37
O -2.61 1.08 0.18  -0.53
C -0.32 1.51 0.61  0.42
O -0.38 2.66 1.02  -0.57
N 0.79 0.72 0.44  -0.10
H 2.30 -1.36 -0.63  0.23
H 0.86 -2.43 -0.94  0.29
H -1.59 -1.33 -0.50  0.31
H 1.76 1.13 0.26  0.31

Summary:
Orbital gap   9.2 eV
SMILES string   C=C1NC(=O)C(=O)N1

=====

Of them, entry 2 has the highest stability.